Below is a single C5H13NSi molecule, with properties calculated with ωB97M-V/def2-TZVPD.

Properties
M, g mol⁻¹: 115.25
Energy, Ha: -542.51131
Energy relative to the best compared isomer or geometry (same formula, charge and spin), kJ/mol: 152.0
HOMO-LUMO gap, eV: 7.96
Charge: 0

Atoms and positions in Å:
C (-2.0542, 0.1529, 0.9747)
C (-1.6598, -0.7805, -0.2071)
C (-1.2384, 1.4013, 1.0143)
C (1.2094, 0.5886, -1.9835)
C (2.5165, -0.5012, 0.6920)
N (-0.2929, -1.2391, -0.1377)
Si (0.9178, -0.0057, -0.2023)
H (-3.1249, 0.3579, 0.8512)
H (-1.9240, -0.4091, 1.9036)
H (-2.3264, -1.6454, -0.2278)
H (-1.7763, -0.2250, -1.1376)
H (-1.5120, 2.1812, 0.3245)
H (-0.8972, 1.7434, 1.9753)
H (1.2241, -0.2576, -2.6664)
H (0.4314, 1.2652, -2.3162)
H (2.1624, 1.1048, -2.0720)
H (3.2967, -0.7528, -0.0219)
H (2.8862, 0.3127, 1.3071)
H (2.3639, -1.3603, 1.3393)
H (-0.2024, -1.9314, 0.5905)

***

Below is 2 unconnected molecules or ions with the total composition C5H13O2, with properties calculated with ωB97M-V/def2-TZVPD.

Properties
M, g mol⁻¹: 105.16
Energy, Ha: -348.78741
Energy relative to the best compared isomer or geometry (same formula, charge and spin), kJ/mol: 32.7
HOMO-LUMO gap, eV: 7.42
Charge: -1

Atoms and positions in Å:
C (1.7063, 0.1136, 0.1714)
O (1.9201, 0.8955, -0.9478)
C (0.4007, 0.3373, 0.9585)
C (-0.9019, -0.3004, 0.5183)
C (-2.0082, 0.0332, 1.5635)
C (-0.8265, -1.8200, 0.3354)
H (1.8065, -0.9629, -0.0729)
H (2.4737, 0.3454, 0.9177)
H (0.2284, 1.4257, 0.9088)
H (0.5465, 0.1269, 2.0273)
H (-1.2841, 0.1396, -0.4087)
H (-2.9769, -0.2558, 1.1565)
H (-1.8358, -0.5244, 2.4882)
H (-1.9110, 1.0735, 1.8800)
H (-0.2336, -2.2276, 1.1701)
H (-0.2269, -2.0377, -0.5415)
H (-1.8074, -2.2747, 0.1886)
H (-0.1456, 0.1542, -2.9616)
H (1.0485, 0.9456, -1.5852)
O (-0.1526, 0.9283, -2.3919)

***

Below is a molecular structure, C5H13O2, with properties calculated with ωB97M-V/def2-TZVPD.

Properties
M, g mol⁻¹: 105.16
Energy, Ha: -348.79323
Energy relative to the best compared isomer or geometry (same formula, charge and spin), kJ/mol: 17.5
HOMO-LUMO gap, eV: 7.55
Charge: -1

Atoms and positions in Å:
C (-0.3878, -1.2769, -0.7606)
O (0.9594, -1.4103, -0.9836)
C (-0.6907, -0.6632, 0.6104)
C (0.2209, 0.5399, 0.9016)
C (-0.0250, 1.6352, -0.1042)
C (-0.0155, 1.0284, 2.3269)
H (-0.9204, -2.2421, -0.8010)
H (-0.8892, -0.6765, -1.5197)
H (-1.7417, -0.3123, 0.6227)
H (-0.6029, -1.4468, 1.3612)
H (1.2169, 0.0910, 0.7678)
H (0.4059, 2.5652, 0.2822)
H (-1.1001, 1.8264, -0.2196)
H (0.3149, 1.4627, -1.1243)
H (-0.9223, 1.6319, 2.3356)
H (-0.1335, 0.1468, 2.9491)
H (0.7861, 1.6672, 2.6789)
H (0.8922, -1.9358, -3.7990)
H (1.1773, -1.3608, -2.1319)
O (1.4555, -1.2700, -3.3922)

***

Below is 2 unconnected molecules or ions with the total composition C5H13O2, with properties calculated with ωB97M-V/def2-TZVPD.

Properties
M, g mol⁻¹: 105.16
Energy, Ha: -348.78581
Energy relative to the best compared isomer or geometry (same formula, charge and spin), kJ/mol: 36.9
HOMO-LUMO gap, eV: 7.24
Charge: -1

Atoms and positions in Å:
C (0.4150, -1.5340, 0.9241)
O (0.4967, -0.7248, 2.0101)
C (0.7358, -0.8145, -0.4300)
C (0.2906, 0.6444, -0.4822)
C (1.3332, 1.5887, -1.0612)
C (-1.1205, 0.8043, -0.9923)
H (-0.5509, -2.0904, 0.8034)
H (1.1265, -2.3847, 0.9574)
H (1.8105, -0.9377, -0.6220)
H (0.2594, -1.2978, -1.3073)
H (0.2991, 0.8946, 0.5949)
H (0.9840, 2.6245, -1.1200)
H (1.6197, 1.2908, -2.0820)
H (2.2589, 1.6551, -0.4821)
H (-1.1184, 0.6807, -2.0915)
H (-1.7635, 0.0294, -0.5954)
H (-1.5999, 1.7629, -0.7754)
H (-2.5105, -1.1778, 2.0185)
H (-0.9687, -0.5761, 2.4040)
O (-1.9972, -0.4377, 2.3288)

***

Below is 2 unconnected molecules or ions with the total composition C5H13O2, with properties calculated with ωB97M-V/def2-TZVPD.

Properties
M, g mol⁻¹: 105.16
Energy, Ha: -348.61327
Energy relative to the best compared isomer or geometry (same formula, charge and spin), kJ/mol: 74.2
HOMO-LUMO gap (alpha / beta), eV: 2.80 / 7.65
Multiplicity: 2
Charge: -2

Atoms and positions in Å:
C (0.2847, -1.4658, 0.6963)
O (0.4951, -0.8209, 1.9054)
C (1.0355, -0.6099, -0.3988)
C (0.3229, -0.5981, -1.7737)
C (-0.7633, 0.5585, -1.9473)
C (-0.0491, 1.9039, -1.7139)
H (0.4179, -2.5706, 0.7677)
H (-0.7913, -1.3997, 0.4136)
H (2.0853, -1.0045, -0.5200)
H (1.2483, 0.3688, 0.0270)
H (-0.1817, -1.5544, -1.9814)
H (1.0467, -0.4002, -2.5845)
H (-1.6753, 0.3448, -1.3414)
H (-1.1046, 0.3595, -2.9682)
H (-0.7885, 2.6775, -1.5434)
H (0.5891, 2.1976, -2.5679)
H (0.5712, 1.9139, -0.8218)
H (-0.8988, 1.3467, 2.4024)
H (-0.5642, -0.1628, 2.4515)
O (-1.0801, 0.6532, 3.0603)

***

Below is a molecular structure, C5H13O2Sn, with properties calculated with ωB97M-V/def2-TZVPD.

Properties
M, g mol⁻¹: 223.87
Energy, Ha: -562.68262
HOMO-LUMO gap, eV: 8.71
Charge: +1

Atoms and positions in Å:
C (2.6345, 0.9123, -0.9691)
O (1.3492, 0.5668, -0.4967)
C (1.2589, -0.7425, 0.5651)
H (2.8738, 0.1454, -1.7219)
H (2.5891, 1.8963, -1.4538)
H (3.4089, 0.8746, -0.1888)
H (1.7226, -1.5920, 0.0316)
H (2.1475, -0.4322, 1.1277)
C (-2.7589, 0.7900, -0.5668)
O (-1.5063, 0.4421, 0.0247)
C (-1.3066, -0.9766, 0.1449)
C (-0.0945, -1.2679, 1.0027)
H (-2.8103, 1.8831, -0.6241)
H (-2.8299, 0.3572, -1.5737)
H (-3.5723, 0.4105, 0.0648)
H (-1.1999, -1.4059, -0.8628)
H (-2.2062, -1.3937, 0.6190)
H (-0.0242, -2.3607, 1.0833)
H (-0.2873, -0.8852, 2.0177)
H (0.6322, 1.0854, 1.6276)
Sn (-0.0203, 1.6933, 0.1485)

***

Below is a single C5H13OP molecule, with properties calculated with ωB97M-V/def2-TZVPD.

Properties
M, g mol⁻¹: 120.13
Energy, Ha: -614.82979
Energy relative to the best compared isomer or geometry (same formula, charge and spin), kJ/mol: 183.1
HOMO-LUMO gap, eV: 11.06
SMILES: CC(C)(C)C[PH2]=O
Charge: 0

Atoms and positions in Å:
C (0.4107, -0.1193, 1.5784)
C (0.5858, -0.0826, 0.0269)
C (0.4167, -1.5064, -0.6011)
C (1.9279, 0.4598, -0.4223)
C (-0.7193, 0.8675, -0.8490)
P (-2.2437, 0.4375, -0.0153)
O (-2.6532, -0.9750, 0.0055)
H (1.3446, -0.4161, 1.9430)
H (-0.3812, -0.8567, 1.8011)
H (0.0018, 0.7306, 1.8542)
H (0.5521, -1.3295, -1.6188)
H (1.0908, -2.2611, -0.3555)
H (-0.5099, -1.8272, -0.3054)
H (2.0016, 0.3939, -1.4358)
H (1.9168, 1.4740, -0.1148)
H (2.6437, 0.0464, 0.1785)
H (-0.3718, 1.9946, -0.7703)
H (-0.7662, 0.5384, -1.8072)
H (-2.0745, 1.0910, 1.2773)
H (-3.1726, 1.3404, -0.3694)

***

Below is 2 unconnected molecules or ions with the total composition C5H13OPS, with properties calculated with ωB97M-V/def2-TZVPD.

Properties
M, g mol⁻¹: 152.20
Energy, Ha: -1012.98005
Energy relative to the best compared isomer or geometry (same formula, charge and spin), kJ/mol: 267.2
HOMO-LUMO gap, eV: 8.97
SMILES: C=PCCC.CSO
Charge: 0

Atoms and positions in Å:
C (0.6307, 1.9115, 0.0221)
P (-0.5398, 1.5930, -1.1019)
C (-2.0047, 0.8932, -0.1535)
C (-2.3068, -0.5894, -0.6244)
C (-3.3954, -1.1971, 0.3408)
H (1.5013, 2.5076, -0.3359)
H (0.5184, 1.9532, 1.1072)
H (-2.8771, 1.4577, -0.2964)
H (-1.8328, 0.7277, 0.8823)
H (-1.4239, -1.0931, -0.5838)
H (-2.6893, -0.6542, -1.6486)
H (-3.1327, -1.0352, 1.3913)
H (-4.3297, -0.6889, 0.1541)
H (-3.6512, -2.2436, 0.1614)
C (3.8749, 0.0769, 0.6676)
S (2.6232, -1.2457, 0.2994)
O (3.4081, -1.8788, -1.0025)
H (3.5201, 1.0726, 0.7590)
H (4.6687, -0.0838, -0.0455)
H (4.2380, -0.1528, 1.6741)
H (3.2000, -1.3308, -1.6670)

***

Below is a single C5H13P molecule, with properties calculated with ωB97M-V/def2-TZVPD.

Properties
M, g mol⁻¹: 104.13
Energy, Ha: -539.54055
Energy relative to the best compared isomer or geometry (same formula, charge and spin), kJ/mol: 237.0
HOMO-LUMO gap, eV: 8.65
SMILES: C=[PH](CC)CC
Charge: 0

Atoms and positions in Å:
C (0.3715, 2.3071, -0.1397)
P (0.0511, 0.6176, 0.1661)
C (-1.5422, 0.2376, -0.6062)
C (-2.5218, -0.4539, 0.3712)
C (1.2710, -0.4628, -0.6621)
C (2.3976, -0.7875, 0.3726)
H (1.4107, 2.7758, 0.1039)
H (-0.4996, 2.7303, 0.3581)
H (-0.2126, -0.2653, 1.5397)
H (-1.8991, 1.1579, -0.9456)
H (-1.1835, -0.3383, -1.3806)
H (-2.2562, -1.5197, 0.6118)
H (-2.5373, 0.1135, 1.3481)
H (-3.5449, -0.4393, -0.1266)
H (0.6602, -1.3874, -1.0400)
H (1.7106, -0.0305, -1.5579)
H (2.7892, 0.2382, 0.6430)
H (1.9950, -1.2340, 1.3068)
H (3.3359, -1.2526, -0.0616)

***

Below is 2 unconnected molecules or ions with the total composition C5H14, with properties calculated with ωB97M-V/def2-TZVPD.

Properties
M, g mol⁻¹: 74.17
Energy, Ha: -198.77248
Energy relative to the best compared isomer or geometry (same formula, charge and spin), kJ/mol: 157.7
HOMO-LUMO gap (alpha / beta), eV: 2.65 / 11.70
Multiplicity: 2
Charge: -1

Atoms and positions in Å:
C (-1.1224, -1.7962, 0.7632)
C (0.1725, -0.9525, 1.1121)
C (-2.2520, -0.7762, 1.2423)
H (-1.2972, -2.7680, 1.3485)
H (-1.3198, -2.1822, -0.3293)
H (0.0534, -0.0958, 0.4007)
H (0.1729, -0.4952, 2.1434)
H (-3.3435, -1.1888, 1.0337)
H (1.0736, -1.5034, 0.9874)
H (-2.1574, 0.1398, 0.5088)
H (-2.1237, -0.4570, 2.3327)
C (2.2469, 1.4832, -1.7215)
C (0.8096, 1.5851, -1.2860)
H (3.0373, 1.6109, -0.8376)
H (2.5231, 0.5088, -2.0293)
H (2.4346, 2.1988, -2.4503)
H (0.3518, 0.5903, -1.0875)
H (0.1204, 2.1230, -1.9083)
H (0.6197, 1.9756, -0.2228)

***

Below is 2 unconnected molecules or ions with the total composition C5H14, with properties calculated with ωB97M-V/def2-TZVPD.

Properties
M, g mol⁻¹: 74.17
Energy, Ha: -198.82719
Energy relative to the best compared isomer or geometry (same formula, charge and spin), kJ/mol: 162.7
HOMO-LUMO gap, eV: 11.95
SMILES: CCC.CC
Charge: 0

Atoms and positions in Å:
C (1.1743, 1.8445, 1.2761)
C (0.2556, 1.0443, 0.0950)
C (-0.3198, 2.0363, -0.9218)
H (0.5138, 2.5162, 1.8310)
H (1.9462, 2.4287, 0.8450)
H (1.3812, 1.0711, 1.9009)
H (0.8771, 0.3160, -0.4593)
H (-0.4614, 0.3800, 0.5097)
H (0.4314, 2.5638, -1.3119)
H (-0.8356, 1.4956, -1.6832)
H (-1.0749, 2.5878, -0.5829)
C (0.0849, -2.1873, -0.5619)
C (-1.1493, -2.5945, 0.1332)
H (-0.1457, -1.6264, -1.5436)
H (0.7519, -1.4920, -0.0797)
H (0.7514, -2.9926, -0.6365)
H (-1.8738, -1.8314, 0.0811)
H (-1.6778, -3.4730, -0.2628)
H (-0.8578, -2.8037, 1.2681)

***

Below is 2 unconnected molecules or ions with the total composition C5H14, with properties calculated with ωB97M-V/def2-TZVPD.

Properties
M, g mol⁻¹: 74.17
Energy, Ha: -198.84873
Energy relative to the best compared isomer or geometry (same formula, charge and spin), kJ/mol: 106.1
HOMO-LUMO gap, eV: 12.12
SMILES: CCC.CC
Charge: 0

Atoms and positions in Å:
C (-2.1080, 0.3145, 1.1895)
C (-1.3000, 0.9418, -0.0412)
C (-2.1514, 0.9466, -1.3924)
H (-2.4770, -0.6712, 0.8819)
H (-1.4859, 0.2386, 2.0873)
H (-2.9956, 0.8612, 1.3939)
H (-1.0316, 2.0287, 0.1079)
H (-0.2760, 0.4583, 0.0199)
H (-3.1585, 1.3038, -1.0383)
H (-1.7154, 1.5323, -2.2246)
H (-2.3536, -0.0057, -1.7949)
C (2.8872, -1.6494, -0.2816)
C (2.3485, -0.3746, 0.5030)
H (3.2692, -2.2637, 0.4618)
H (2.2435, -2.2168, -0.9675)
H (3.6889, -1.2419, -0.8602)
H (1.5631, 0.1740, -0.0449)
H (3.0954, 0.3733, 0.4733)
H (1.9573, -0.7497, 1.5270)

***

What is the formula in the fifth record? C5H13O2